# 1
Here is one molecule with the formula C5H6ClNO2S at a distorted geometry from the OMol25 dataset. Energies are from wB97M-V/def2-TZVPD.

```
16
Properties=species:S:1:pos:R:3:forces:R:3
C -1.83994 0.54908 -1.53256 2.233 -0.995 1.497
C -0.75980 1.20963 -1.93986 -0.415 1.051 -0.498
C -1.59457 -0.19585 -0.22324 1.229 0.797 0.824
C 1.69742 -0.89391 1.37287 -1.606 -2.685 3.745
C 0.25655 -0.43880 1.54768 -1.330 -0.578 -1.142
N -0.25599 -0.11032 0.16611 0.914 1.579 -0.840
O -2.43305 -0.75208 0.45226 -0.199 -0.057 -0.538
O 1.78882 0.56861 -1.73909 0.070 0.598 0.150
S 0.80979 1.32939 -0.97703 -2.747 -3.434 1.030
Cl -0.68971 2.18304 -3.37594 0.047 -0.283 0.129
H -2.72628 0.31343 -2.05438 -0.845 0.343 -0.603
H 2.13579 -0.11781 0.87575 1.940 1.507 -1.402
H 2.15300 -1.04719 2.44136 -0.577 0.356 -2.054
H 1.66945 -1.86524 0.86644 0.543 0.441 -0.184
H -0.47338 -1.20033 1.99025 1.107 1.057 -0.589
H 0.26190 0.46836 2.12939 -0.366 0.302 0.475
```
Positions in Å, forces in eV/Å.

HOMO, eV: -9.74
HOMO-LUMO gap, eV: 8.968
Relative energy (zero: lowest compared OMol25 entry of this formula, charge and spin), eV: 1.3386

Results of the natural (NBO) charge analysis, in e, for atoms 1 through 4: -0.26, -0.24, 0.63, -0.60

# 2
Here is C5H6EuO4 as an isolated structure at a distorted geometry from the OMol25 dataset. Energies are from wB97M-V/def2-TZVPD.

```
16
Properties=species:S:1:pos:R:3:forces:R:3
C 0.56674 0.72113 -3.58462 0.329 -0.179 -0.032
H 0.66018 1.81089 -3.67701 0.112 -0.274 -0.063
H 0.18422 0.21612 -4.48205 -0.256 0.250 0.380
C 0.95902 0.05554 -2.48304 0.583 0.203 0.458
H 0.72765 -1.02049 -2.49151 0.121 0.118 -0.269
H -0.70790 2.50850 0.52207 0.054 -0.310 -0.241
C -0.04905 1.64995 0.72045 1.059 0.360 1.054
C -0.60293 0.53263 1.39766 0.367 -0.331 -0.531
O -1.89946 0.56722 1.67592 -0.224 0.479 -0.262
C -2.30699 0.22519 2.94338 0.257 -0.236 0.794
O -1.56746 -0.06971 3.83275 -0.064 -0.028 -0.446
O -3.60874 0.35309 2.95940 -0.495 -0.048 -0.247
O 1.20442 1.77708 0.60634 -0.548 -0.608 -0.856
H -0.04456 -0.38078 1.62142 -0.034 0.459 0.194
H -3.96392 0.10314 3.82424 0.160 0.005 0.082
Eu 2.89443 0.88358 -1.08195 -1.420 0.141 -0.014
```
Positions in Å, forces in eV/Å.

Net charge: +1
⟨S²⟩: 20.02
HOMO (alpha / beta), eV: -11.33 / -11.33
2S+1: 9
HOMO-LUMO gap (alpha / beta), eV: 6.808 / 5.891
Relative energy (zero: lowest compared OMol25 entry of this formula, charge and spin), eV: 1.4504

Results of the Löwdin charge analysis, in e, for atoms 1 through 4: -0.21, 0.01, 0.04, -0.40

# 3
Here is one molecule with the formula C5H6F2N2 at a distorted geometry from the OMol25 dataset. Energies are from wB97M-V/def2-TZVPD.

```
15
Properties=species:S:1:pos:R:3:forces:R:3
C -1.56604 0.89647 -0.53167 -1.746 2.327 1.916
C -1.19540 -0.40457 0.12471 1.178 0.383 0.178
F -1.71167 -0.60270 1.37002 0.454 0.768 -0.009
F -1.62472 -1.44900 -0.55939 -0.922 -1.032 -1.348
N 0.23977 -0.51976 0.14715 1.489 0.581 2.146
C 1.01462 0.00551 1.19515 0.158 -0.288 -1.627
C 2.28701 0.08135 0.66682 -0.259 -0.598 0.707
N 2.32599 -0.45165 -0.56768 -0.648 -0.085 -2.056
C 1.09568 -0.73164 -0.88661 -1.306 -0.247 0.170
H -2.62124 1.19740 -0.23393 1.324 -0.170 0.214
H -1.74015 0.73311 -1.53670 0.244 -0.619 -2.327
H -0.85941 1.79584 -0.44501 -0.909 -1.699 0.350
H 0.48499 0.14177 2.09482 0.153 0.553 1.045
H 3.27642 0.36632 0.93408 0.080 0.487 1.446
H 0.59414 -1.05845 -1.77175 0.710 -0.362 -0.806
```
Positions in Å, forces in eV/Å.

HOMO, eV: -9.13
HOMO-LUMO gap, eV: 9.961
SMILES string: CC(F)(F)n1ccnc1
Relative energy (zero: lowest compared OMol25 entry of this formula, charge and spin), eV: 0.5188

Results of the natural (NBO) charge analysis, in e, for atoms 1 through 4: -0.70, 0.84, -0.33, -0.32

# 4
Here is C5H6F2S as an isolated structure at a distorted geometry from the OMol25 dataset. Energies are from wB97M-V/def2-TZVPD.

```
14
Properties=species:S:1:pos:R:3:forces:R:3
C 0.89874 0.58201 1.32329 -0.193 0.768 2.521
C 0.20304 -0.30896 0.23944 -0.150 -1.699 2.317
C -1.19793 -0.74902 0.82203 0.149 1.893 2.226
C -0.19324 0.34708 -1.01471 1.237 -1.260 -1.703
C 0.04706 0.04782 -2.28421 3.992 -2.738 1.089
H 0.60065 1.83900 1.02774 1.667 -3.847 1.157
H 0.14373 0.30873 2.47781 2.899 1.166 -3.580
H 2.43415 0.12470 1.67352 -4.449 1.711 -1.316
H 0.68295 -1.30556 0.07582 0.100 0.962 0.018
H -1.63122 -1.53594 0.27705 -0.745 -0.939 -0.795
H -0.79373 1.13316 -0.79758 -2.043 2.512 -0.041
F -0.30188 0.59383 -3.39034 -0.400 0.277 -0.316
F 1.12089 -0.95306 -2.57273 -3.080 2.296 0.561
S -2.01321 -0.12379 2.14288 1.016 -1.103 -2.138
```
Positions in Å, forces in eV/Å.

HOMO, eV: -8.99
HOMO-LUMO gap, eV: 8.182
Relative energy (zero: lowest compared OMol25 entry of this formula, charge and spin), eV: 5.9139

Results of the natural (NBO) charge analysis, in e, for atoms 1 through 4: -0.63, -0.39, -0.18, -0.36

# 5
Here is an isolated ion of composition C5H6F3N2S and charge +1 at a distorted geometry from the OMol25 dataset. Energies are from wB97M-V/def2-TZVPD.

```
17
Properties=species:S:1:pos:R:3:forces:R:3
C -1.39832 0.75739 0.66685 -0.146 -1.176 -0.531
C 0.91410 0.15924 0.32616 -0.831 -0.621 -0.475
C -2.79571 1.02852 1.20977 4.396 3.435 -1.276
C 0.50675 -1.08159 -1.74454 0.170 -4.127 2.823
C 2.39204 -0.11864 0.35001 2.400 -2.146 -1.189
N -1.22137 0.03302 -0.39798 -0.128 -0.328 -0.888
N 0.06179 -0.28993 -0.60219 1.880 0.330 0.990
F 2.63872 -1.49342 0.31760 -0.980 1.734 -0.125
F 2.93859 0.39063 -0.77683 -0.393 -0.088 0.646
F 3.08443 0.31712 1.38475 -1.035 0.529 0.003
S 0.09893 0.99720 1.48203 -0.300 1.182 1.527
H -2.72987 0.62232 2.12907 -0.770 -1.027 3.349
H -2.91910 2.10864 1.16322 -0.231 0.109 0.683
H -3.46509 0.64387 0.58381 -2.723 -2.028 -2.369
H 0.55612 -2.24900 -1.53913 -0.671 2.407 0.091
H -0.13424 -0.90903 -2.48593 -2.660 0.598 -3.013
H 1.47221 -0.91634 -2.06668 2.021 1.218 -0.247
```
Positions in Å, forces in eV/Å.

Net charge: +1
HOMO, eV: -15.82
HOMO-LUMO gap, eV: 10.496
Relative energy (zero: lowest compared OMol25 entry of this formula, charge and spin), eV: 0.0000

Results of the natural (NBO) charge analysis, in e, for atoms 1 through 4: 0.08, -0.07, -0.61, -0.42

# 6
Here is one molecule with the formula C5H6FNO from the OMol25 dataset. Energies are from wB97M-V/def2-TZVPD.

```
14
Properties=species:S:1:pos:R:3:forces:R:3
F 1.13166 0.08424 1.76604 0.134 0.048 -0.296
C 1.38398 0.09303 0.42076 -0.487 -0.204 0.033
C 0.45870 0.85757 -0.49767 0.104 0.387 -0.199
C -0.78839 1.42528 0.07459 0.058 0.284 -0.294
N -1.67078 0.80842 0.74950 0.020 0.156 -0.092
O -1.44313 -0.53449 0.99923 -0.017 -0.308 0.201
C -0.78794 -1.28313 -0.01846 -0.079 0.256 -0.315
C 0.48988 -0.65423 -0.50884 0.072 0.056 0.568
H 2.43916 0.11505 0.20391 0.161 0.064 0.048
H 0.92629 1.44067 -1.30099 -0.253 -0.299 0.375
H -1.01273 2.48540 -0.09643 0.118 -0.430 0.136
H -1.46606 -1.38714 -0.87695 0.016 -0.007 0.048
H -0.62010 -2.27168 0.40399 -0.001 0.060 0.137
H 0.95946 -1.17899 -1.31867 0.154 -0.063 -0.351
```
Positions in Å, forces in eV/Å.

HOMO, eV: -9.34
HOMO-LUMO gap, eV: 10.113
SMILES string: F[C@@H]1[C@@H]2C=NOC[C@H]12
Relative energy (zero: lowest compared OMol25 entry of this formula, charge and spin), eV: 3.8908

Results of the natural (NBO) charge analysis, in e, for atoms 1 through 4: -0.33, 0.22, -0.34, 0.02